No. 1
DFT (ωB97M-V with the def2-TZVPD basis set) results for a gas-phase ion, C19H22F3N4O2 (charge +1).

Values from the calculation:
Gap between HOMO and LUMO in eV: 7.09
Energy relative to the best compared isomer or geometry (same formula, charge and spin) in eV: 0.000
Net charge: +1
Maximum force in eV/Å: 0.7
Highest occupied orbital energy in eV: -10.6

Last columns: bonded neighbours and bond lengths (Å).
Element x y z (Å)
1 F -2.04556 -2.74921 3.14703  C25 1.349
2 F -0.75761 -4.01561 1.98877  C25 1.348
3 F -2.88190 -4.37074 2.00165  C25 1.333
4 O -2.41823 -0.35484 -5.22841  C11 1.404, C28 1.409
5 O 1.30325 -0.01511 0.86367  C23 1.228
6 N 2.50494 2.39436 0.72752  C10 1.446, C18 1.453, H37 1.009
7 N -2.26656 0.18512 -2.42190  C13 1.389, C21 1.456, C26 1.460
8 N -0.46476 0.61088 -0.40779  C20 1.411, C23 1.337, H34 1.013
9 N 3.25154 0.50818 2.53903  C22 1.335, C27 1.330, H43 1.072
10 C 1.27251 2.23551 -0.01167  N6 1.446, C23 1.532, H32 1.102, H38 1.093
11 C -1.25520 -0.65793 -4.50219  O4 1.404, C26 1.537, H45 1.091, H46 1.102
12 C 4.81396 -0.12863 4.17581  C15 1.391, C27 1.381, H44 1.077
13 C -2.24118 -0.72053 -1.36904  N7 1.389, C17 1.397, C20 1.414
14 C -3.10339 -2.62431 -0.14002  C17 1.381, C24 1.386, H40 1.078
15 C 4.87570 1.19175 4.60854  C12 1.391, C16 1.388, H39 1.079
16 C 4.10631 2.15895 3.97736  C15 1.388, C22 1.387, H47 1.078
17 C -3.16942 -1.75215 -1.20868  C13 1.397, C14 1.381, H33 1.077
18 C 2.40515 2.72467 2.13850  N6 1.453, C22 1.507, H29 1.096, H49 1.097
19 C -1.19616 -1.42656 0.70838  C20 1.382, C24 1.389, H35 1.077
20 C -1.27488 -0.54356 -0.35167  N8 1.411, C13 1.414, C19 1.382
21 C -3.48934 0.38356 -3.18665  N7 1.456, C28 1.535, H36 1.089, H50 1.096
22 C 3.28519 1.78597 2.92395  N9 1.335, C16 1.387, C18 1.507
23 C 0.70619 0.82830 0.20038  O5 1.228, N8 1.337, C10 1.532
24 C -2.09903 -2.47711 0.80408  C14 1.386, C19 1.389, C25 1.500
25 C -1.96063 -3.40798 1.97276  F1 1.349, F2 1.348, F3 1.333, C24 1.500
26 C -1.09839 0.27671 -3.29263  N7 1.460, C11 1.537, H30 1.090, H41 1.096
27 C 3.97503 -0.44137 3.12438  N9 1.330, C12 1.381, H31 1.080
28 C -3.56649 -0.51633 -4.42732  O4 1.409, C21 1.535, H42 1.090, H48 1.100
29 H 2.68069 3.76162 2.36098  C18 1.096
30 H -0.19243 0.00258 -2.75268  C26 1.090
31 H 3.86911 -1.44583 2.74263  C27 1.080
32 H 0.50142 2.97468 0.25788  C10 1.102
33 H -3.94732 -1.89315 -1.94043  C17 1.077
34 H -0.86464 1.34803 -0.97679  N8 1.013
35 H -0.44912 -1.29423 1.47289  C19 1.077
36 H -4.35331 0.23588 -2.54014  C21 1.089
37 H 3.15949 2.99565 0.24895  N6 1.009
38 H 1.48887 2.34850 -1.07659  C10 1.093
39 H 5.52034 1.46495 5.42963  C15 1.079
40 H -3.81883 -3.42619 -0.05047  C14 1.078
41 H -1.02046 1.30839 -3.65346  C26 1.096
42 H -4.41684 -0.23460 -5.04913  C28 1.090
43 H 2.56180 0.28256 1.74965  N9 1.072
44 H 5.40339 -0.89640 4.64922  C12 1.077
45 H -0.41925 -0.53086 -5.19142  C11 1.091
46 H -1.28340 -1.70242 -4.15238  C11 1.102
47 H 4.14169 3.18778 4.29822  C16 1.078
48 H -3.66589 -1.57247 -4.13565  C28 1.100
49 H 1.37306 2.57716 2.47844  C18 1.097
50 H -3.47942 1.42638 -3.52315  C21 1.096

---

No. 2
DFT (ωB97M-V with the def2-TZVPD basis set) results for 2 unconnected molecules or ions with the total composition C4H7NO3 at a distorted geometry.

Values from the calculation:
Gap between HOMO and LUMO in eV: 8.41
Energy relative to the best compared isomer or geometry (same formula, charge and spin) in eV: 6.541
Maximum force in eV/Å: 4.3
Highest occupied orbital energy in eV: -9.0

Last columns: bonded neighbours and bond lengths (Å).
Element x y z (Å)
1 O -1.43934 1.37434 0.09083  C7 1.324, H13 1.004
2 O 1.63223 1.12663 1.03377  N4 1.226
3 O 1.88197 -0.88852 1.54627  N4 1.222
4 N 1.53358 -0.05541 0.72335  O2 1.226, O3 1.222, C6 1.449
5 C 0.97069 0.53844 -1.55459  C6 1.334, H9 1.140, H12 1.095
6 C 1.21723 -0.40659 -0.64589  N4 1.449, C5 1.334, H15 1.053
7 C -1.63418 0.07468 -0.06900  O1 1.324, C8 1.391, H10 1.043
8 C -1.32832 -0.95196 0.81766  C7 1.391, H11 1.110, H14 1.045
9 H 0.72712 0.33021 -2.64838  C5 1.140
10 H -1.81058 -0.05807 -1.08883  C7 1.043
11 H -0.95718 -0.79810 1.85248  C8 1.110
12 H 0.81225 1.51082 -1.07625  C5 1.095
13 H -1.24982 1.59315 1.05249  O1 1.004
14 H -1.61418 -1.93111 0.59110  C8 1.045
15 H 1.25852 -1.45850 -0.62500  C6 1.053